The following is a DFT calculation (the ωB97M-V functional and the def2-TZVPD basis) of S2 in the gas phase.

Atoms and positions in Å:
S 0.00000 0.00000 0.92571
S 0.00000 0.00000 -0.92571

What are the Mulliken partial charges on each atom? They are as follows, in elementary charge units:
1 S 0.000
2 S 0.000

=====

The following is a DFT calculation (the ωB97M-V functional and the def2-TZVPD basis) of 2 unconnected molecules or ions with the total composition C5H12O2S.

Atoms and positions in Å:
C -0.21938 -2.55848 0.41138
C 1.76390 -0.98596 -0.43072
C 0.50600 -0.39255 1.55607
C -0.23870 2.65599 -0.25049
C 0.64065 -1.29170 0.57770
O -0.79902 0.52436 -1.77330
O -2.69792 1.87323 -0.66449
S -1.25934 1.06411 -0.50830
H -1.10724 -2.37411 1.02808
H -0.54634 -2.72097 -0.60157
H 0.29718 -3.44180 0.71350
H 2.58336 -0.54589 0.20019
H 1.33070 -0.18840 -1.04081
H 2.25663 -1.71538 -0.97759
H -3.26226 1.56493 -1.33129
H -0.25506 -0.52718 2.17144
H 1.12922 0.42895 1.62053
H -0.70073 3.55710 -0.69719
H -0.10421 2.71161 0.81645
H 0.68257 2.36214 -0.81958

Here are the Mulliken charges for atoms 1 to 8, given in e:
1 C -1.235
2 C -1.165
3 C -1.327
4 C -0.826
5 C 0.984
6 O -0.577
7 O -0.497
8 S 0.687

=====

The following is a DFT calculation (the ωB97M-V functional and the def2-TZVPD basis) of 11 unconnected molecules or ions with the total composition C38H105N15O14.

Atoms and positions in Å:
C -1.46352 -6.53977 1.92294
O -0.77180 -7.33835 2.50234
N -0.88943 -5.59023 1.14772
N -2.73544 -6.56019 1.97032
H -1.44808 -4.84455 0.75789
H 0.11910 -5.58219 1.20163
H -3.40244 -5.99908 1.46005
H -3.13558 -7.29201 2.53990
C 4.62169 0.79658 -1.24508
O 4.51593 1.26323 -0.13531
N 5.35098 1.31150 -2.16474
N 3.90830 -0.21507 -1.69801
H 6.05970 1.95555 -1.84380
H 5.33643 0.81029 -3.04148
H 3.18663 -0.57295 -1.08873
H 4.03442 -0.62368 -2.61301
C 3.32660 -4.92093 0.92191
O 2.54398 -5.18761 0.05303
N 3.83095 -5.70984 1.79373
N 3.72146 -3.67333 1.14080
H 3.69980 -6.70819 1.71509
H 4.48117 -5.37872 2.49207
H 4.26195 -3.37362 1.93963
H 3.28931 -2.93021 0.61060
C 5.49923 -1.80291 3.36589
O 5.38698 -2.97840 3.43284
N 4.61608 -0.91584 3.75374
N 6.54909 -1.25122 2.83869
H 4.58818 0.07442 3.55701
H 3.82207 -1.20234 4.30833
H 6.49351 -0.26725 2.61775
H 7.35460 -1.84169 2.68839
C -4.68114 -1.80600 -9.73365
O -4.56561 -1.75333 -8.39706
C -5.77599 -1.23870 -7.74449
C -5.77216 -1.54000 -6.20705
N -5.23168 -2.88674 -5.97674
C -4.91950 -3.22123 -4.52710
C -3.70823 -2.45731 -4.02297
O -2.50954 -2.63921 -4.80213
C -2.22421 -1.61669 -5.76197
H -3.71202 -2.19362 -10.04773
H -4.70877 -0.87366 -10.29761
H -5.50261 -2.45446 -10.03826
H -6.58770 -1.73828 -8.27333
H -5.91041 -0.19270 -8.02001
H -6.82589 -1.50993 -5.92982
H -5.28958 -0.72496 -5.66767
H -4.40508 -2.83714 -6.55499
H -4.70633 -4.27454 -4.34492
H -5.78579 -2.96180 -3.91854
H -3.43570 -2.70984 -2.99825
H -3.94867 -1.39913 -3.92023
H -2.86016 -1.75054 -6.63705
H -1.16378 -1.62966 -6.01375
H -2.34886 -0.60286 -5.38153
C -3.09784 5.45453 -4.18565
O -1.74207 5.90655 -3.97633
C -0.97450 5.90057 -5.14231
C 0.54868 5.85885 -4.87677
N 0.80336 4.65956 -4.14989
C 2.02134 4.92025 -3.30578
C 2.21562 3.78025 -2.32430
O 1.11908 3.69137 -1.37101
C 1.36653 2.76145 -0.35434
H -2.99450 4.40676 -4.46781
H -3.61969 5.98172 -4.98430
H -3.76256 5.47441 -3.32203
H -1.19690 6.91446 -5.47497
H -1.21790 5.07855 -5.81546
H 0.88617 6.79687 -4.43594
H 1.13141 5.75656 -5.79223
H -0.03286 4.58130 -3.58892
H 1.94321 5.87869 -2.79257
H 2.94130 5.03160 -3.87968
H 3.19599 3.87532 -1.85749
H 2.21197 2.82443 -2.84823
H 2.12282 3.24801 0.26161
H 1.79584 1.82581 -0.71262
H 0.46113 2.58035 0.22494
C 0.78637 -5.72562 4.37234
O 1.50724 -4.56550 4.80522
C 1.45331 -3.46388 3.89929
C 1.29942 -2.11247 4.65664
N 2.49503 -1.74230 5.45217
C 2.29805 -0.66175 6.30647
C 3.47464 -0.37550 7.19588
O 3.56695 -1.35872 8.22726
C 4.60367 -2.39758 7.99686
H -0.23321 -5.38757 4.18721
H 0.83247 -6.43173 5.20143
H 1.11267 -6.09683 3.40083
H 0.60364 -3.50592 3.21781
H 2.37500 -3.43330 3.31822
H 0.49563 -2.27464 5.37479
H 0.89932 -1.29537 4.05636
H 2.55168 -2.58826 6.00101
H 1.45151 -0.80627 6.97773
H 2.11587 0.16406 5.61875
H 3.47925 0.60868 7.66437
H 4.42253 -0.32638 6.65998
H 5.62395 -2.05682 8.17295
H 4.49728 -2.85385 7.01269
H 4.40621 -3.06158 8.83843
C -6.26501 3.17399 -3.47547
C -5.85918 1.74848 -3.07081
C -4.57482 1.49346 -2.18996
O -3.45633 1.90475 -3.00069
C -2.20676 1.65570 -2.38134
N -6.97243 1.13225 -2.44160
H -6.76815 3.18995 -4.44227
H -5.44011 3.88252 -3.40054
H -6.97910 3.70491 -2.84594
H -5.70337 1.14951 -3.96806
H -4.54875 0.42749 -1.96389
H -4.78351 2.09356 -1.30427
H -2.00127 0.60267 -2.18898
H -2.09634 2.29788 -1.50755
H -1.44772 1.98475 -3.09104
H -7.80320 1.52010 -2.86525
H -6.97241 1.58624 -1.53939
C 3.20747 2.93375 4.25851
C 3.58087 2.80460 2.80761
C 4.05845 4.13359 2.13890
O 2.99558 5.06579 2.09210
C 3.22430 6.19838 1.24592
N 4.58393 1.78489 2.67427
H 2.82402 1.98483 4.63349
H 2.38976 3.63716 4.41559
H 3.94110 3.36930 4.93688
H 2.70880 2.42910 2.27227
H 4.36342 3.90600 1.11749
H 4.85787 4.55526 2.74819
H 2.36228 6.85637 1.35584
H 3.14977 5.82522 0.22450
H 4.11239 6.80556 1.42120
H 4.74991 1.44785 1.73674
H 5.46205 2.24764 2.86099
C -0.18102 1.79441 3.83326
C -1.42141 1.87501 2.96491
C -2.69222 0.99924 3.30698
O -2.53128 -0.40119 3.20094
C -3.80160 -1.14379 3.27545
N -1.82879 3.27841 2.97009
H -0.46395 1.89902 4.88069
H 0.57725 2.54099 3.59714
H 0.18579 0.77403 3.72200
H -1.06578 1.47156 2.01682
H -3.47984 1.32684 2.62843
H -3.06823 1.26069 4.29609
H -3.55254 -2.13750 3.64775
H -4.30274 -1.20696 2.30955
H -4.36992 -0.71438 4.10051
H -2.38798 3.50371 2.15974
H -1.13946 4.01529 3.01377
C -0.04979 -2.99895 -1.16393
C -0.53268 -2.54513 0.22694
C 0.13199 -1.20602 0.65621
O 1.54755 -1.43966 0.66772
C 2.31304 -0.57874 1.47637
N -1.97863 -2.42715 0.19900
H -0.50599 -3.94025 -1.47044
H 1.01789 -3.19428 -1.06398
H -0.23508 -2.24756 -1.93149
H -0.24469 -3.26117 0.99666
H -0.24573 -1.00033 1.65778
H -0.04330 -0.39470 -0.05028
H 2.11073 -0.56270 2.54731
H 2.20821 0.45435 1.14494
H 3.32057 -0.90600 1.21969
H -2.13045 -1.97912 1.09137
H -2.26993 -1.77963 -0.51932

Here are the Mulliken charges for atoms 1 to 8, given in e:
1 C 0.568
2 O -0.688
3 N -0.119
4 N -0.379
5 H 0.183
6 H 0.024
7 H 0.177
8 H 0.231

=====

The following is a DFT calculation (the ωB97M-V functional and the def2-TZVPD basis) of a molecular structure, C32H35N2O8P3V.

spin multiplicity: 4

Atoms and positions in Å:
V -0.19777 -0.58498 0.95333
N -1.18167 4.54246 -0.05139
C -0.78405 3.55627 1.03024
C -1.34428 3.96349 2.38395
P 1.09143 3.71706 1.00036
O 1.50465 3.78173 2.55613
O 1.22022 5.08054 0.38318
O 1.75315 2.54249 0.36293
P -1.47289 1.92161 0.49262
O -3.02820 2.46754 0.36756
O -1.42728 0.96102 1.64435
O -0.95725 1.53974 -0.84012
H -0.27214 5.17212 -0.09504
H -2.04306 5.03284 0.16322
H -1.28240 4.03764 -0.93407
H -0.80348 4.81093 2.80557
H -1.24602 3.11987 3.06518
H -2.40683 4.20745 2.31017
H 1.80537 2.91634 2.87209
H -3.61682 1.85348 0.83210
O 1.73953 0.20218 1.00510
C 2.48149 -0.44821 -0.02111
C 2.05363 -1.88318 -0.07872
C 2.89746 -2.90338 -0.46418
C 2.41883 -4.20668 -0.52110
C 1.09123 -4.42622 -0.17379
C 0.31819 -3.36423 0.23807
N 0.76804 -2.09075 0.29958
H 1.65380 1.15526 0.66595
H 3.55202 -0.37615 0.18522
H 2.28507 0.04111 -0.98218
H 3.92518 -2.67384 -0.71369
H 3.06666 -5.02191 -0.81195
H 0.66068 -5.41783 -0.21081
H -0.70462 -3.51896 0.55128
C 0.44875 -1.51834 5.69500
C 0.54347 -0.24307 5.15149
C 0.35476 -0.05216 3.78918
C 0.06253 -1.10465 2.90589
C -0.01341 -2.37371 3.49094
C 0.17616 -2.58553 4.85366
H 0.59152 -1.67410 6.75770
H 0.76182 0.60488 5.79294
H 0.43352 0.96235 3.40436
H -0.22652 -3.24061 2.86763
H 0.10746 -3.58816 5.26556
O -2.02440 -1.18580 -0.01657
P -3.21902 -2.07908 0.03398
C -3.09673 -3.40510 -1.18760
C -4.05005 -4.41322 -1.31075
C -3.88258 -5.40349 -2.26452
C -2.77747 -5.37993 -3.10568
C -1.84008 -4.36215 -3.00124
C -1.99848 -3.37371 -2.04216
C -4.70655 -1.13892 -0.36889
C -5.98034 -1.51689 0.04439
C -7.07410 -0.74770 -0.31824
C -6.89987 0.39310 -1.09090
C -5.62893 0.76962 -1.50416
C -4.53051 0.00237 -1.14883
C -3.45050 -2.78557 1.67784
C -3.57671 -1.85336 2.70880
C -3.64969 -2.28492 4.02068
C -3.58880 -3.64225 4.30499
C -3.44408 -4.56949 3.28380
C -3.37164 -4.14386 1.96522
H -4.92197 -4.42062 -0.66647
H -4.61300 -6.19714 -2.35475
H -2.65088 -6.15644 -3.84909
H -0.98504 -4.34135 -3.66415
H -1.27769 -2.57142 -1.94036
H -6.11565 -2.39920 0.65988
H -8.06592 -1.03408 0.00731
H -7.75866 0.99115 -1.36724
H -5.49386 1.66237 -2.10077
H -3.52852 0.28586 -1.45265
H -3.59103 -0.79517 2.47280
H -3.72832 -1.56557 4.82465
H -3.63184 -3.97820 5.33298
H -3.37907 -5.62558 3.51187
H -3.25152 -4.86365 1.16476

Here are the Mulliken charges for atoms 1 to 8, given in e:
1 V 0.464
2 N -0.162
3 C 0.669
4 C -1.771
5 P 0.897
6 O -0.672
7 O -0.875
8 O -0.801

=====

The following is a DFT calculation (the ωB97M-V functional and the def2-TZVPD basis) of a molecular structure, C31H41CsN6O5S2.

Atoms and positions in Å:
Cs -0.88177 -0.06951 -0.91316
C -1.69223 -4.79769 -0.51147
C -1.43759 -4.97583 0.83907
C -2.26507 -4.38016 1.78284
C -3.34230 -3.61198 1.36810
C -3.59598 -3.43216 0.01169
C -2.76715 -4.02292 -0.93079
H -1.04512 -5.26609 -1.24275
H -0.59409 -5.57515 1.15828
H -2.07152 -4.51705 2.83985
H -3.99178 -3.16002 2.10696
H -4.43760 -2.82907 -0.30636
H -2.94705 -3.86616 -1.98575
O -0.14563 3.51378 -0.71727
S 0.12063 2.60648 0.37993
O 1.00716 1.49457 0.02023
N -1.11766 2.00730 1.07776
C -2.21504 2.77974 1.43390
C -2.26395 4.15585 1.50339
C -3.42575 4.83298 1.93625
C -4.55019 4.15497 2.29733
C -4.55178 2.73834 2.22514
C -5.69594 1.97793 2.56283
C -5.66043 0.62271 2.45231
C -4.46280 0.02249 2.00289
N -3.37677 0.67775 1.69284
C -3.40160 2.04374 1.79679
C 1.06426 3.53135 1.57347
C 2.00105 4.46445 1.14554
C 2.77513 5.12700 2.08529
C 2.60961 4.86581 3.44121
C 1.66277 3.94378 3.86060
C 0.88509 3.27151 2.92535
H -1.40913 4.74461 1.20226
H -3.40974 5.91575 1.97287
H -5.44418 4.67121 2.62529
H -6.58974 2.49144 2.89880
H -6.51672 0.00686 2.69289
H -4.42014 -1.05750 1.89927
H 2.10699 4.67354 0.08829
H 3.50639 5.85791 1.76186
H 3.21444 5.39010 4.17057
H 1.51840 3.75178 4.91650
H 0.13312 2.55158 3.22597
N -0.21759 -2.81795 -2.82149
C -0.16731 -2.11998 -4.10812
C 1.08377 -2.37581 -4.97871
C 2.44371 -2.49267 -4.28492
C 2.96144 -1.21996 -3.61869
N 2.87893 -0.09248 -4.52061
C 3.89245 0.33955 -5.17060
N 5.17239 -0.15542 -5.08326
N 3.72037 1.34948 -6.08862
C -0.57766 -0.65421 -3.85287
O 0.23944 0.33765 -4.15740
O -1.63909 -0.41336 -3.33078
H 0.46778 -2.47165 -2.15916
H -0.04216 -3.80695 -2.93311
H -1.02499 -2.48383 -4.67943
H 1.14137 -1.62670 -5.77245
H 0.90819 -3.32360 -5.49452
H 3.17445 -2.80600 -5.03580
H 2.40890 -3.29262 -3.53990
H 3.96756 -1.39567 -3.21849
H 2.36237 -0.98328 -2.73246
H 1.21401 0.10518 -4.30461
H 5.39529 -0.71688 -4.28039
H 5.92661 0.42302 -5.41071
H 2.84899 1.84676 -5.99029
H 4.50880 1.92835 -6.32211
C 0.20628 -0.98364 4.57370
C 0.26278 -1.66978 3.21653
S 0.69848 -0.54661 1.88076
O 0.64290 -1.42590 0.64206
C 2.44775 -0.28873 2.22162
C 3.29104 -1.55052 2.12358
H -0.14623 -1.68072 5.33465
H -0.48466 -0.13872 4.55193
H 1.18146 -0.61818 4.89718
H -0.73029 -2.01511 2.91857
H 0.92785 -2.53545 3.18425
H 2.50182 0.18340 3.20511
H 2.73706 0.46844 1.49216
H 3.26651 -2.13422 3.04468
H 4.33130 -1.28852 1.92881
H 2.93930 -2.18276 1.30706

Here are the Mulliken charges for atoms 1 to 8, given in e:
1 Cs 2.003
2 C -0.308
3 C -0.482
4 C -0.413
5 C -0.331
6 C -0.474
7 C -0.248
8 H 0.372

=====

The following is a DFT calculation (the ωB97M-V functional and the def2-TZVPD basis) of a molecular structure, C41H40IN4O4PSTi.

spin multiplicity: 3

Atoms and positions in Å:
Ti -1.27199 -0.18285 2.12533
N -3.67157 -3.08251 -2.04388
C -2.71094 -2.96204 -0.86117
C -1.97109 -1.65765 -1.01550
C -2.71046 -0.36911 -0.60676
N -1.81952 0.41631 0.23452
C -4.09047 -0.67706 0.03465
C -4.04040 -1.82246 1.04931
N -3.19050 -1.38091 2.15969
C -3.48010 -3.12790 0.44532
H -3.13699 -2.99084 -2.91052
H -4.34195 -2.31411 -1.98865
H -4.16775 -3.97164 -2.03456
H -1.98903 -3.77359 -0.95086
H -1.61894 -1.56953 -2.04453
H -1.09306 -1.73125 -0.38697
H -2.93611 0.20017 -1.52312
H -2.22352 1.34317 0.34881
H -0.19981 1.01016 -1.06710
H -4.84934 -0.87708 -0.73702
H -4.41395 0.22395 0.56184
H -5.05913 -2.02354 1.40543
H -3.01457 -2.10802 2.84790
H -3.63079 -0.61168 2.66149
H -4.28247 -3.86100 0.31328
H -2.77973 -3.56532 1.15785
O -2.48366 2.80483 4.26224
C -1.86194 2.00241 3.60390
O -2.39671 1.11100 2.80474
C -0.36751 1.92202 3.61126
C 0.44311 2.75725 4.35409
C 1.81254 2.56828 4.33450
C 2.32057 1.50010 3.59184
C 1.46777 0.70583 2.86722
N 0.13474 0.91850 2.82672
H -0.02670 3.53972 4.93339
H 2.47434 3.21821 4.88867
H 3.38101 1.29198 3.57927
H 1.83116 -0.13255 2.28722
O -0.21663 -3.52468 0.62326
C -0.16826 -2.85258 1.65357
O -0.22923 -1.54912 1.62297
C -0.02667 -3.51068 2.97239
C 0.52129 -4.80083 2.96132
C 0.72790 -5.50503 4.12397
C 0.36339 -4.92435 5.33906
C -0.18800 -3.66411 5.37047
C -0.39543 -2.91258 4.19748
S -1.16585 -1.36153 4.40148
H 0.78770 -5.22562 2.00249
H 1.16632 -6.49378 4.09893
H 0.51332 -5.46803 6.26365
H -0.47750 -3.21265 6.31013
I 0.07992 3.43861 0.68731
C 0.63395 4.58595 -1.03005
C 0.26932 5.92284 -0.94842
C 0.74578 6.82945 -1.88168
C 1.61787 6.40850 -2.85753
C 1.99789 5.05652 -2.97093
C 2.96133 4.67932 -3.93734
C 3.39292 3.36359 -4.04678
C 2.82147 2.39089 -3.26673
C 1.83548 2.70257 -2.28390
P 1.06517 1.19510 -1.75095
C 0.59556 0.30374 -3.26284
C 1.23087 -0.77587 -3.87465
C 0.68034 -1.35869 -5.00597
C -0.48220 -0.85282 -5.57403
C -1.06403 0.29010 -5.02692
C -0.52284 0.86663 -3.89558
C 2.36576 0.25199 -0.90770
C 2.35732 -1.14049 -0.82476
C 3.39932 -1.79879 -0.19019
C 4.43816 -1.08154 0.38625
C 4.42298 0.30666 0.34701
C 3.38664 0.97147 -0.28741
C 1.43943 4.07416 -2.07367
H -0.36041 6.25754 -0.13594
H 0.46890 7.87285 -1.80269
H 2.04136 7.11895 -3.55652
H 3.37458 5.44463 -4.58138
H 4.16365 3.09812 -4.75952
H 3.13092 1.35741 -3.38190
H 2.13039 -1.19212 -3.44051
H 1.16123 -2.21908 -5.45493
H -0.91515 -1.31631 -6.45162
H -1.93740 0.72973 -5.49341
H -0.97338 1.75332 -3.46052
H 1.55051 -1.71362 -1.26434
H 3.39764 -2.88059 -0.14091
H 5.25744 -1.60196 0.86533
H 5.22196 0.87294 0.80809
H 3.37247 2.05263 -0.33277

Here are the Mulliken charges for atoms 1 to 8, given in e:
1 Ti -0.491
2 N 0.028
3 C -0.767
4 C 1.062
5 C 0.464
6 N 0.571
7 C -2.192
8 C 0.446

=====

The following is a DFT calculation (the ωB97M-V functional and the def2-TZVPD basis) of C4H8ClNS in the gas phase.

spin multiplicity: 3

Atoms and positions in Å:
C 1.54089 1.20339 0.48081
C -0.52233 -0.68543 -0.61071
C 1.91921 -0.91575 1.23385
C -1.96466 -0.32156 -0.44499
N 2.47101 0.18218 0.78438
S 0.51415 0.86963 -0.96746
Cl 3.15510 -2.02914 1.75979
H 0.94814 1.24407 1.42064
H 2.13234 2.20349 0.46879
H -0.35135 -1.34789 -1.43334
H -0.14996 -1.12662 0.39370
H -2.12157 0.29141 0.42038
H -2.46670 -1.29031 -0.15756
H -2.54943 -0.06371 -1.33945
H 3.48884 0.25406 0.79831

Here are the Mulliken charges for atoms 1 to 8, given in e:
1 C -0.530
2 C -0.236
3 C -0.033
4 C -1.031
5 N -0.164
6 S -0.170
7 Cl -0.219
8 H 0.352

=====

Number 1: E -21668.9793 eV. Number 2: E -20307.4425 eV. Number 3: E -92119.9602 eV. Number 4: E -106674.3061 eV. Number 5: E -74209.3464 eV. Number 6: E -108657.9085 eV. Number 7: E -29120.2359 eV.